Version 1
Here is an isolated molecule of C8H12O from the OMol25 dataset. Energies are from ωB97M-V/def2-TZVPD.

Its SMILES is C=C(C=C=O)C(C)(C)C. The frontier orbital gap is 8.932 eV. Its total charge is 0. For the molecular weight, the calculation gives 124.18 g mol⁻¹.

CARTESIAN COORDINATES (ANGSTROEM)
C: -0.897 1.949 0.728
C: 0.090 1.049 0.587
C: 1.413 1.348 1.065
C: 2.380 0.462 1.033
O: 3.290 -0.270 1.148
C: -0.206 -0.383 -0.253
C: -0.630 0.046 -1.673
C: 0.877 -1.466 -0.430
C: -1.394 -1.081 0.447
H: -0.709 2.966 1.064
H: -1.927 1.741 0.461
H: 1.611 2.296 1.558
H: 0.201 0.526 -2.201
H: -0.947 -0.819 -2.268
H: -1.465 0.752 -1.660
H: 0.481 -2.309 -1.011
H: 1.197 -1.890 0.526
H: 1.739 -1.103 -0.997
H: -1.123 -1.403 1.458
H: -1.707 -1.974 -0.110
H: -2.274 -0.437 0.526

Version 2
Here is an isolated molecule of C8H12O from the OMol25 dataset. Energies are from ωB97M-V/def2-TZVPD.

Its SMILES is C=C[C@@H]1C(C)(C)[C@]12CO2. The frontier orbital gap is 10.197 eV. Its total charge is 0. For the molecular weight, the calculation gives 124.18 g mol⁻¹.

CARTESIAN COORDINATES (ANGSTROEM)
C: -2.856 -0.520 0.199
C: -1.834 0.287 0.437
C: -0.450 -0.097 0.837
C: 0.767 0.506 0.117
C: 0.519 1.362 -1.107
C: 1.949 0.963 0.954
C: 0.471 -0.943 0.032
C: 0.440 -2.078 -0.867
O: 1.188 -2.091 0.336
H: -3.825 -0.125 -0.053
H: -2.758 -1.593 0.219
H: -1.994 1.359 0.399
H: -0.344 -0.203 1.914
H: -0.396 1.063 -1.614
H: 1.349 1.265 -1.805
H: 0.437 2.408 -0.818
H: 2.377 0.127 1.501
H: 1.644 1.728 1.666
H: 2.719 1.380 0.308
H: -0.425 -2.732 -0.876
H: 1.024 -2.065 -1.778

The most stable arrangement is version 1, and the next structure is 110.7 kJ/mol less stable.

Version 1
Here is an isolated molecule of C8H12O from the OMol25 dataset. Energies are from ωB97M-V/def2-TZVPD.

The frontier orbital gap (alpha / beta) is 7.664 / 8.260 eV. Its total charge is 0. For the molecular weight, the calculation gives 124.18 g mol⁻¹.

CARTESIAN COORDINATES (ANGSTROEM)
C: 3.865 -0.482 -0.025
C: 2.698 -0.175 0.080
C: 0.015 -1.031 -1.252
C: 0.288 -0.616 0.146
C: 1.517 0.407 0.359
C: -1.223 1.453 0.105
C: -2.267 -0.822 0.386
C: -1.046 0.001 0.777
O: 1.348 1.742 0.223
H: 4.676 -1.058 -0.367
H: 0.805 -1.718 -1.636
H: -0.445 -0.422 -1.884
H: 0.639 -1.544 0.717
H: -0.444 2.186 0.310
H: -2.258 1.753 0.462
H: -1.275 1.185 -0.956
H: -2.430 -1.129 -0.649
H: -3.142 -0.196 0.766
H: -2.253 -1.692 1.053
H: -1.037 0.015 1.871
H: 1.971 2.144 -0.487

Version 2
Here is a cluster of 3 separate species, C8H12O in total from the OMol25 dataset. Energies are from ωB97M-V/def2-TZVPD.

The frontier orbital gap (alpha / beta) is 6.810 / 6.812 eV. Its total charge is 0. For the molecular weight, the calculation gives 124.18 g mol⁻¹.

CARTESIAN COORDINATES (ANGSTROEM)
C: -1.354 0.041 -0.166
C: 0.604 0.851 -0.303
C: -2.046 1.373 -0.296
C: -1.627 -0.673 1.131
C: 1.139 -0.354 -0.023
C: 1.438 -1.554 0.363
O: -1.582 -0.696 -1.302
C: 3.041 1.027 -0.526
C: 4.111 0.428 -0.600
H: -1.234 -1.592 -1.202
H: 0.608 1.619 0.459
H: 0.534 1.162 -1.337
H: -1.220 -1.685 1.154
H: -1.801 2.033 0.536
H: -1.797 1.865 -1.235
H: -3.130 1.204 -0.291
H: -1.240 -0.106 1.978
H: -2.711 -0.787 1.260
H: 2.475 -1.868 0.369
H: 0.712 -2.277 0.717
H: 5.079 -0.012 -0.687

The most stable arrangement is version 1, and the next structure is 175.2 kJ/mol less stable.

Version 1
Here is a cluster of 6 separate species, C30H69N3O6S3 in total from the OMol25 dataset. Energies are from ωB97M-V/def2-TZVPD.

Its SMILES is O=S1(=O)CCCC1.O=S1(=O)CCCC1.O=S1(=O)CCCC1.CCN(CC)CC.CCN(CC)CC.CCN(CC)CC. The frontier orbital gap is 8.621 eV. Its total charge is 0. For the molecular weight, the calculation gives 664.10 g mol⁻¹.

CARTESIAN COORDINATES (ANGSTROEM)
O: 15.813 9.096 4.985
S: 16.825 8.056 4.847
O: 17.240 7.643 3.507
C: 18.295 8.537 5.825
C: 18.811 7.150 6.266
C: 17.627 6.258 6.687
C: 16.424 6.565 5.780
H: 17.960 9.180 6.635
H: 18.851 9.074 5.061
H: 19.315 6.783 5.366
H: 19.595 7.072 7.017
H: 17.459 6.449 7.746
H: 17.860 5.208 6.530
H: 15.443 6.750 6.228
H: 16.143 5.742 5.121
O: 12.043 7.239 15.671
S: 11.507 6.132 14.891
O: 10.085 5.957 15.086
C: 12.106 6.230 13.156
C: 13.430 5.523 13.259
C: 13.270 4.243 14.076
C: 12.430 4.626 15.306
H: 12.002 7.231 12.755
H: 11.376 5.585 12.653
H: 13.737 5.338 12.224
H: 14.213 6.184 13.637
H: 14.263 3.952 14.406
H: 12.757 3.464 13.512
H: 13.101 4.670 16.164
H: 11.666 3.939 15.675
O: 15.312 10.986 14.730
S: 16.454 10.304 14.183
O: 16.390 8.944 13.718
C: 17.155 11.420 12.933
C: 18.671 11.576 13.153
C: 19.091 10.535 14.258
C: 17.936 10.510 15.253
H: 16.581 12.347 12.955
H: 16.921 11.107 11.911
H: 19.182 11.244 12.249
H: 19.019 12.584 13.361
H: 19.956 10.900 14.807
H: 19.245 9.595 13.735
H: 17.854 11.480 15.736
H: 17.905 9.636 15.900
C: 13.066 7.186 9.785
C: 13.834 8.215 8.985
N: 14.231 9.380 9.758
C: 13.122 10.158 10.292
C: 12.074 10.582 9.260
C: 15.251 10.221 9.127
C: 16.625 9.540 9.119
H: 13.680 6.873 10.628
H: 12.855 6.338 9.126
H: 12.064 7.488 10.092
H: 14.681 7.803 8.438
H: 13.178 8.593 8.180
H: 12.585 9.584 11.054
H: 13.392 11.064 10.834
H: 11.332 11.205 9.782
H: 12.408 11.284 8.495
H: 11.441 9.774 8.894
H: 15.322 11.066 9.814
H: 14.975 10.526 8.111
H: 16.991 9.365 10.126
H: 17.300 10.165 8.529
H: 16.498 8.630 8.528
C: 21.463 8.896 8.317
C: 21.601 10.302 8.960
N: 20.773 11.251 8.217
C: 19.851 11.995 9.083
C: 20.562 12.921 10.096
C: 21.405 12.175 7.264
C: 21.686 11.478 5.917
H: 22.518 8.684 8.087
H: 20.927 8.889 7.377
H: 21.181 8.009 8.888
H: 21.284 10.287 10.007
H: 22.666 10.542 9.039
H: 19.141 12.570 8.486
H: 19.195 11.340 9.666
H: 19.862 13.389 10.786
H: 21.329 12.342 10.611
H: 21.078 13.721 9.560
H: 22.384 12.406 7.705
H: 20.798 13.056 7.094
H: 21.930 10.422 6.011
H: 22.404 12.021 5.305
H: 20.752 11.456 5.343
C: 16.342 6.606 11.412
C: 17.637 5.944 11.897
N: 18.488 5.558 10.781
C: 17.852 4.532 9.989
C: 17.704 3.159 10.707
C: 19.873 5.299 11.186
C: 20.588 6.625 11.466
H: 16.511 7.223 10.531
H: 15.882 7.292 12.121
H: 15.595 5.844 11.168
H: 18.155 6.797 12.355
H: 17.489 5.239 12.722
H: 16.858 4.713 9.580
H: 18.437 4.313 9.090
H: 18.435 2.868 11.463
H: 16.724 3.008 11.171
H: 17.734 2.332 9.987
H: 20.371 4.683 10.436
H: 19.914 4.644 12.069
H: 20.657 6.892 12.518
H: 19.996 7.423 11.013
H: 21.536 6.612 10.930

Version 2
Here is a cluster of 6 separate species, C30H69N3O6S3 in total from the OMol25 dataset. Energies are from ωB97M-V/def2-TZVPD.

Its SMILES is O=S1(=O)CCCC1.O=S1(=O)CCCC1.O=S1(=O)CCCC1.CCN(CC)CC.CCN(CC)CC.CCN(CC)CC. The frontier orbital gap is 8.629 eV. Its total charge is 0. For the molecular weight, the calculation gives 664.10 g mol⁻¹.

CARTESIAN COORDINATES (ANGSTROEM)
O: 5.173 -0.924 -0.304
S: 4.828 -1.620 -1.508
O: 5.845 -2.314 -2.235
C: 3.470 -2.759 -1.186
C: 2.731 -2.737 -2.485
C: 2.649 -1.291 -3.003
C: 3.940 -0.575 -2.653
H: 2.914 -2.370 -0.337
H: 4.010 -3.672 -0.948
H: 3.326 -3.369 -3.155
H: 1.746 -3.199 -2.515
H: 1.768 -0.825 -2.559
H: 2.551 -1.285 -4.087
H: 3.856 0.404 -2.171
H: 4.566 -0.339 -3.513
O: -2.691 6.934 1.800
S: -1.968 7.502 0.689
O: -1.408 8.813 0.885
C: -0.772 6.308 0.063
C: -1.597 5.461 -0.886
C: -2.442 6.408 -1.743
C: -3.007 7.471 -0.777
H: -0.220 5.869 0.886
H: -0.091 6.953 -0.507
H: -0.910 4.858 -1.482
H: -2.194 4.724 -0.345
H: -3.262 5.834 -2.166
H: -1.841 6.883 -2.517
H: -4.050 7.253 -0.552
H: -3.032 8.503 -1.130
O: -3.010 2.399 3.705
S: -3.038 1.314 2.763
O: -2.794 1.540 1.364
C: -1.992 -0.002 3.395
C: -2.760 -1.315 3.327
C: -4.081 -1.049 2.545
C: -4.531 0.349 2.931
H: -1.672 0.297 4.394
H: -1.034 -0.049 2.870
H: -2.192 -2.020 2.719
H: -2.930 -1.790 4.290
H: -4.856 -1.742 2.866
H: -3.848 -1.132 1.486
H: -4.801 0.385 3.985
H: -5.255 0.803 2.258
C: 1.933 3.812 -0.308
C: 2.455 2.488 0.223
N: 1.744 2.036 1.407
C: 1.851 2.940 2.523
C: 3.264 3.357 2.964
C: 1.999 0.646 1.785
C: 1.373 -0.387 0.843
H: 0.865 3.737 -0.495
H: 2.458 4.043 -1.242
H: 2.166 4.664 0.331
H: 2.467 1.705 -0.533
H: 3.524 2.623 0.480
H: 1.304 3.862 2.297
H: 1.335 2.548 3.401
H: 3.157 3.976 3.867
H: 3.894 2.536 3.305
H: 3.771 4.024 2.268
H: 1.496 0.549 2.750
H: 3.075 0.436 1.887
H: 0.288 -0.326 0.841
H: 1.718 -1.376 1.158
H: 1.794 -0.240 -0.153
C: 0.146 -4.943 -0.870
C: -0.241 -5.149 0.616
N: 0.854 -4.866 1.526
C: 0.525 -3.930 2.577
C: -0.526 -4.426 3.577
C: 1.565 -6.037 2.037
C: 2.580 -6.558 1.035
H: -0.032 -5.916 -1.351
H: 1.204 -4.737 -0.994
H: -0.439 -4.266 -1.492
H: -1.081 -4.501 0.879
H: -0.642 -6.164 0.727
H: 1.436 -3.653 3.113
H: 0.177 -2.979 2.153
H: -0.808 -3.655 4.292
H: -1.398 -4.791 3.032
H: -0.128 -5.271 4.144
H: 0.823 -6.839 2.192
H: 2.063 -5.785 2.968
H: 2.220 -6.484 0.011
H: 2.911 -7.568 1.273
H: 3.471 -5.918 1.060
C: -1.048 1.379 -1.388
C: -2.066 0.518 -2.101
N: -1.432 -0.499 -2.920
C: -0.654 0.071 -3.988
C: -1.442 0.803 -5.086
C: -2.345 -1.532 -3.345
C: -2.704 -2.498 -2.205
H: -0.212 0.770 -1.045
H: -1.431 1.864 -0.492
H: -0.657 2.162 -2.043
H: -2.569 -0.025 -1.288
H: -2.868 1.103 -2.578
H: 0.122 0.770 -3.674
H: -0.089 -0.716 -4.501
H: -2.447 0.430 -5.285
H: -1.529 1.880 -4.904
H: -0.913 0.747 -6.044
H: -1.909 -2.054 -4.200
H: -3.268 -1.090 -3.761
H: -3.676 -2.299 -1.760
H: -1.967 -2.365 -1.407
H: -2.606 -3.529 -2.542

The most stable arrangement is version 2, and the next structure is 148.5 kJ/mol less stable.

Version 1
Here is the ion C4H7N2O with charge +1 from the OMol25 dataset. Energies are from ωB97M-V/def2-TZVPD.

Its SMILES is C[C@@H]1C(=[NH2+])N1C=O. The frontier orbital gap is 10.653 eV. Its total charge is +1. For the molecular weight, the calculation gives 99.11 g mol⁻¹.

CARTESIAN COORDINATES (ANGSTROEM)
C: 1.275 0.600 1.451
C: -0.142 0.181 0.839
C: -0.173 -0.781 -0.285
N: 0.015 -1.920 -0.789
N: -0.580 0.443 -0.604
C: -1.366 1.208 -1.459
O: -1.981 2.164 -1.173
H: 2.207 0.019 1.413
H: 1.100 0.539 2.520
H: 1.499 1.479 0.907
H: -0.869 0.189 1.585
H: 0.128 -2.691 -0.170
H: 0.105 -2.169 -1.777
H: -1.219 0.739 -2.458

Version 2
Here is a structure of composition C4H7N2O from the OMol25 dataset. Energies are from ωB97M-V/def2-TZVPD.

The frontier orbital gap is 10.507 eV. Its total charge is +1. For the molecular weight, the calculation gives 99.11 g mol⁻¹.

CARTESIAN COORDINATES (ANGSTROEM)
C: -1.383 0.095 0.587
C: 0.950 -0.942 0.282
C: 0.070 -1.072 -0.766
C: 0.063 0.268 0.079
N: -1.632 -1.152 0.067
N: 0.666 1.576 -0.269
O: -2.066 0.915 1.100
H: 0.874 -1.607 1.128
H: 1.996 -0.762 -0.083
H: 0.235 -1.303 -1.790
H: -1.866 -1.860 0.766
H: 0.025 2.280 0.172
H: 0.444 1.738 -1.252
H: 1.624 1.826 -0.022

Version 3
Here is the ion C4H7N2O with charge +1 from the OMol25 dataset. Energies are from ωB97M-V/def2-TZVPD.

The frontier orbital gap (alpha / beta) is 8.645 / 8.632 eV. Its total charge is +1. For the molecular weight, the calculation gives 99.11 g mol⁻¹.

CARTESIAN COORDINATES (ANGSTROEM)
C: -2.008 0.445 -0.458
C: -0.016 -0.646 0.717
C: -1.476 -0.745 0.291
C: 2.209 0.313 -0.183
N: 0.205 1.197 -0.897
N: 0.784 0.420 -0.248
O: 0.656 -1.132 1.553
H: -2.262 1.294 0.237
H: -1.997 -0.804 1.206
H: -1.647 -1.482 -0.563
H: -2.217 0.307 -1.519
H: 2.352 0.327 0.995
H: 2.651 -0.740 -0.495
H: 2.767 1.245 -0.635

Version 4
Here is the ion C4H7N2O with charge +1 from the OMol25 dataset. Energies are from ωB97M-V/def2-TZVPD.

The frontier orbital gap (alpha / beta) is 7.447 / 7.199 eV. Its total charge is +1. For the molecular weight, the calculation gives 99.11 g mol⁻¹.

CARTESIAN COORDINATES (ANGSTROEM)
C: -0.421 1.297 -0.800
C: 0.793 1.036 -0.341
C: 1.868 2.080 0.071
C: -1.662 -2.273 0.133
N: 1.028 -0.148 0.287
N: -0.904 -1.099 -0.169
O: 0.229 -1.038 0.434
H: -1.370 1.050 -1.022
H: 1.716 2.974 -0.500
H: 1.535 2.289 1.203
H: 2.970 1.705 0.065
H: -1.212 -2.983 0.976
H: -2.665 -2.105 0.528
H: -1.906 -2.786 -0.866

The most stable arrangement is version 1, and the next structure is 88.5 kJ/mol less stable.